Record 1
Formula: C32H27N3P2S4Tc
Source: the OMol25 dataset
Level of theory: ωB97M-V/def2-TZVPD

Geometry as XYZ:
```
69
Properties=species:S:1:pos:R:3:mulliken_spin:R:1
Tc 1.8046 1.0193 -0.3909 1.7506
C 4.2592 1.7330 3.5723 -0.0061
C 3.2284 1.7713 2.4885 0.1516
S 3.4350 0.6177 1.2218 0.2577
C 2.1754 2.6332 2.4826 0.1363
C 1.9277 3.6127 3.5863 0.0014
S 1.0668 2.6581 1.1605 0.2875
H 4.8974 0.8626 3.4369 0.0036
H 3.7979 1.6905 4.5586 0.0044
H 4.8877 2.6246 3.5308 0.0102
H 2.7369 4.3423 3.6352 0.0076
H 1.8784 3.1032 4.5487 0.0035
H 0.9844 4.1268 3.4157 -0.0004
N -0.5270 -1.1124 0.0260 0.0033
P -0.1222 -0.4212 1.5456 -0.0542
C -0.4494 -1.9070 2.5549 0.0434
C -1.4230 -1.9853 3.5423 0.0047
C -1.5627 -3.1501 4.2766 -0.0041
C -0.7273 -4.2283 4.0366 0.0105
C 0.2548 -4.1502 3.0628 -0.0064
C 0.3996 -2.9895 2.3307 0.0070
C -1.5422 0.6528 1.9679 -0.0045
C -2.6974 0.7668 1.2047 0.0302
C -3.6695 1.6929 1.5464 -0.0031
C -3.4962 2.5148 2.6481 0.0020
C -2.3529 2.3918 3.4239 0.0046
C -1.3800 1.4736 3.0826 0.0084
P 0.0332 -0.2695 -1.3379 0.0864
C -1.5000 0.3320 -2.1231 -0.0706
C -1.7771 1.6857 -2.2380 0.0296
C -2.9362 2.0932 -2.8751 -0.0004
C -3.8193 1.1569 -3.3862 -0.0021
C -3.5610 -0.1974 -3.2362 0.0030
C -2.4041 -0.6106 -2.6064 -0.0035
C 0.4600 -1.6110 -2.4864 -0.0177
C 0.8206 -2.8701 -2.0239 0.0074
C 1.2729 -3.8283 -2.9145 0.0071
C 1.3954 -3.5236 -4.2610 -0.0043
C 1.0355 -2.2672 -4.7247 -0.0007
C 0.5637 -1.3127 -3.8428 -0.0029
H -1.3995 -1.6315 -0.0438 -0.0018
H -2.0722 -1.1434 3.7341 0.0004
H -2.3254 -3.2207 5.0370 -0.0004
H -0.8342 -5.1320 4.6148 0.0008
H 0.9098 -4.9916 2.8819 -0.0002
H 1.1753 -2.9027 1.5804 0.0058
H -2.8502 0.1407 0.3370 -0.0006
H -4.5611 1.7830 0.9424 0.0000
H -4.2441 3.2528 2.9047 -0.0002
H -2.2187 3.0254 4.2901 0.0006
H -0.4787 1.3893 3.6735 0.0073
H -1.0750 2.4101 -1.8448 0.0172
H -3.1383 3.1475 -2.9800 -0.0001
H -4.7115 1.4808 -3.9030 -0.0002
H -4.2516 -0.9318 -3.6233 0.0005
H -2.1859 -1.6660 -2.5024 -0.0003
H 0.7373 -3.0930 -0.9695 -0.0092
H 1.5483 -4.8085 -2.5559 0.0004
H 1.7833 -4.2576 -4.9495 0.0000
H 1.1398 -2.0254 -5.7704 0.0010
H 0.2719 -0.3332 -4.2011 0.0003
S 3.2935 -0.1420 -1.8793 0.1173
C 2.9612 0.6870 -3.3672 0.0341
C 3.4377 0.0785 -4.5397 -0.0032
N 3.8080 -0.4257 -5.5014 0.0094
C 2.2929 1.8832 -3.4400 0.0175
S 1.6628 2.7013 -2.0419 0.1247
C 2.0881 2.5301 -4.6680 -0.0032
N 1.8711 3.0717 -5.6567 0.0013
```

E_HOMO (alpha / beta), eV: -7.14 / -7.94
Lowest unoccupied orbital energy (alpha / beta), eV: -0.512 / -2.466
Relative energy (zero: lowest compared OMol25 entry of this formula, charge and spin), kJ/mol: 88.6
⟨S²⟩: 3.782
2S+1: 4
DFT total energy, eV: -102211.104

Record 2
Formula: C6H6Cl3P
Source: the OMol25 dataset
Level of theory: ωB97M-V/def2-TZVPD

Geometry as XYZ:
```
16
Properties=species:S:1:pos:R:3:mulliken_charge:R:1
C -1.5042 1.0174 -0.8592 -0.2418
C -1.6722 -0.4392 -0.6574 -0.3611
C -0.3612 1.6628 -0.6322 -0.2323
C -1.0555 -1.2420 0.2334 -0.6280
C 0.8740 0.9915 -0.1739 -0.7180
C 0.2542 -0.7860 0.7821 0.2918
P 1.7201 -1.8564 0.7675 0.2446
Cl 0.2146 -0.2023 2.5136 -0.1701
Cl 2.0778 -2.0815 -1.2308 -0.2124
Cl 3.2384 -0.6532 1.1690 -0.1663
H -2.3893 1.6163 -0.8463 0.3262
H -2.7139 -0.7188 -0.8969 0.2909
H -0.3659 2.7604 -0.6658 0.3149
H -1.3238 -2.1663 0.6262 0.5147
H 1.7405 0.6908 -0.8788 0.3207
H 1.2664 1.4063 0.7495 0.4264
```

E_HOMO, eV: -8.89
Lowest unoccupied orbital energy, eV: -0.015
Relative energy (zero: lowest compared OMol25 entry of this formula, charge and spin), kJ/mol: 174.2
DFT total energy, eV: -53173.506

Record 3
Formula: C6H15N
Source: the OMol25 dataset
Level of theory: ωB97M-V/def2-TZVPD

Geometry as XYZ:
```
22
Properties=species:S:1:pos:R:3:mulliken_charge:R:1
C 3.1801 -0.5052 -0.2939 -1.2611
C 1.6911 -0.5834 -0.6138 -0.3260
N 0.8820 0.1349 0.3415 -0.2902
C -2.8770 -0.3934 -0.0510 -1.3798
C -1.3901 -0.6361 -0.3538 -0.2583
C -0.4534 0.5581 -0.0056 0.2796
C -0.9265 1.5125 1.0662 -1.5983
H 3.4441 0.4732 0.0985 0.3470
H 3.4417 -1.2156 0.4660 0.3101
H 3.7231 -0.7213 -1.2145 0.3540
H 1.4595 -0.1856 -1.5996 0.3575
H 1.4512 -1.6556 -0.6435 0.2481
H 0.9387 -0.2182 1.2858 0.2711
H -3.5163 -1.0946 -0.5925 0.3824
H -3.2307 0.5919 -0.3699 0.3238
H -3.0589 -0.4615 1.0164 0.3277
H -1.1059 -1.4833 0.2738 0.2505
H -1.2232 -0.8683 -1.4042 0.3502
H -0.3462 1.1125 -0.9507 0.1470
H -0.9304 1.0637 2.0523 0.3685
H -1.9198 1.9079 0.8597 0.3951
H -0.2836 2.3868 1.0691 0.4011
```

E_HOMO, eV: -8.22
Lowest unoccupied orbital energy, eV: 1.143
Relative energy (zero: lowest compared OMol25 entry of this formula, charge and spin), kJ/mol: 64.5
DFT total energy, eV: -7955.098

Record 4
Formula: C25H51N7O6
Source: the OMol25 dataset
Level of theory: ωB97M-V/def2-TZVPD

Geometry as XYZ:
```
89
Properties=species:S:1:pos:R:3:mulliken_spin:R:1
C -6.1832 1.0523 3.2303 0.0000
C -5.3799 -0.0450 2.6019 0.0000
O -4.9351 -0.9882 3.1780 0.0000
N -5.1981 0.0853 1.1488 0.0001
C -5.1515 -1.1182 0.4014 -0.0001
C -4.1515 -1.2271 -0.7169 0.0003
O -5.9331 -1.9882 0.6789 0.0000
N -4.4190 1.1922 0.7793 0.0000
C -4.8968 1.9424 -0.3835 0.0000
C -5.6821 3.2347 -0.0616 0.0000
N -5.0475 4.1135 0.8929 0.0000
N -5.7247 3.9762 -1.3132 0.0000
N -6.9737 2.8587 0.5181 0.0000
C -3.0671 1.1160 1.0734 0.0000
O -2.5313 0.1753 1.5756 0.0000
O -2.4379 2.3003 0.8022 0.0000
H -7.2345 0.7675 3.1413 0.0000
H -6.0690 1.9940 2.7048 0.0000
H -5.9136 1.1511 4.2793 0.0000
H -4.3598 -2.1579 -1.2370 -0.0003
H -4.2330 -0.4087 -1.4329 0.0001
H -3.1409 -1.2405 -0.3098 0.0007
H -5.5436 1.2729 -0.9546 0.0000
H -4.0565 2.2150 -1.0192 0.0000
H -5.0436 3.7097 1.8189 0.0000
H -4.1089 4.3608 0.6079 0.0000
H -5.9455 3.3699 -2.0959 0.0000
H -6.4250 4.7074 -1.2718 0.0000
H -7.7144 3.4715 0.2039 0.0000
H -7.2330 1.9043 0.3022 0.0000
H -1.7597 2.1649 0.1277 0.0001
C 0.5238 -4.6038 -3.2083 0.0151
C 1.1117 -3.2385 -3.5701 0.0046
C 2.5566 -3.1036 -3.0728 0.0308
C 2.6556 -2.9773 -1.5545 -0.0111
C 1.8124 -1.8087 -1.0520 0.0472
C 0.3500 -1.8716 -1.5046 0.0035
N 0.3161 -2.1040 -2.9886 0.4024
O 0.4000 -1.0272 -3.6705 0.5277
C -0.4207 -2.9471 -0.7285 0.0436
C -0.3358 -0.5402 -1.2267 -0.0233
C 1.0614 -3.1185 -5.0893 -0.0036
H 1.0895 -5.3702 -3.7399 0.0011
H 0.5742 -4.8478 -2.1535 0.0000
H -0.5176 -4.6688 -3.5269 -0.0096
H 2.9985 -2.2150 -3.5334 0.0053
H 3.1248 -3.9675 -3.4274 -0.0002
H 2.3493 -3.9107 -1.0734 -0.0010
H 3.6964 -2.8120 -1.2700 0.0016
H 1.8350 -1.7628 0.0410 -0.0030
H 2.2563 -0.8771 -1.4160 -0.0089
H -1.3670 -3.1790 -1.2201 -0.0215
H -0.6418 -2.5651 0.2691 0.0000
H 0.1337 -3.8707 -0.5931 0.0009
H 0.1909 0.2922 -1.6871 0.0097
H -0.3689 -0.3826 -0.1458 -0.0003
H -1.3591 -0.5480 -1.6073 -0.0083
H 0.0299 -3.1259 -5.4431 -0.0021
H 1.5828 -3.9744 -5.5215 0.0002
H 1.5350 -2.2059 -5.4389 0.0025
C 4.7703 -0.3639 3.2049 0.0171
C 5.3275 0.1581 1.8784 0.0049
C 6.2217 1.3842 2.0927 0.0331
C 5.4353 2.6311 2.4906 -0.0212
C 4.3485 2.9432 1.4634 0.0307
C 3.4029 1.7650 1.1999 0.0093
N 4.2388 0.5448 0.9177 0.3541
O 4.6104 0.4705 -0.3033 0.5501
C 2.4440 1.5492 2.3766 0.0137
C 2.5467 2.0379 -0.0324 -0.0141
C 6.1247 -0.9815 1.2533 -0.0010
H 5.6055 -0.7155 3.8122 0.0002
H 4.2420 0.3779 3.7922 0.0004
H 4.0987 -1.2062 3.0322 -0.0060
H 6.7614 1.5839 1.1621 0.0039
H 6.9683 1.1383 2.8521 0.0015
H 4.9999 2.5060 3.4857 -0.0005
H 6.1164 3.4811 2.5619 0.0012
H 3.7478 3.7976 1.7868 0.0032
H 4.8232 3.2240 0.5184 0.0034
H 1.9660 0.5705 2.3143 -0.0066
H 1.6622 2.3080 2.3318 0.0006
H 2.9150 1.6443 3.3504 0.0020
H 3.1503 2.2704 -0.9048 0.0038
H 1.8967 2.8887 0.1817 -0.0005
H 1.9234 1.1744 -0.2669 0.0091
H 5.4722 -1.8241 1.0199 0.0007
H 6.8762 -1.3141 1.9715 0.0001
H 6.6241 -0.6735 0.3395 0.0025
```

E_HOMO (alpha / beta), eV: -8.00 / -9.26
Lowest unoccupied orbital energy (alpha / beta), eV: 0.370 / 0.365
⟨S²⟩: 2.008
2S+1: 3
DFT total energy, eV: -49465.434

Question: Which formula does entry 1 have?
Answer: C32H27N3P2S4Tc

Question: Look up the DFT total energy of the first one.
Answer: -102211.104 eV

Question: Which of these has the highest DFT total energy?
Answer: C6H15N